{"formula": "C17H22NO3", "method": "wB97M-V/def2-TZVPD", "relative_energy_ev": 0.000, "charge": -1, "lumo_ha": 0.0960, "e_tot_ev": -25618.61432, "multiplicity": 1, "species": ["C", "C", "C", "C", "O", "C", "C", "H", "H", "H", "H", "H", "H", "H", "H", "H", "H", "C", "C", "O", "C", "C", "N", "C", "C", "C", "C", "C", "C", "C", "O", "H", "H", "H", "H", "H", "H", "H", "H", "H", "H", "H", "H"], "coordinates": [[-2.560, -0.044, 2.185], [-1.822, -1.358, 1.909], [-0.476, -1.430, 2.631], [0.377, -0.185, 2.417], [1.505, -0.257, 1.964], [-0.344, 1.146, 2.600], [-1.704, 1.195, 1.895], [-3.461, -0.006, 1.564], [-2.893, -0.023, 3.231], [-2.438, -2.212, 2.223], [-1.647, -1.454, 0.827], [-0.630, -1.524, 3.715], [0.106, -2.293, 2.290], [-0.476, 1.290, 3.681], [0.318, 1.938, 2.233], [-1.536, 1.271, 0.811], [-2.236, 2.103, 2.212], [4.359, 4.146, 1.602], [5.277, 3.014, 1.987], [4.417, 1.956, 2.499], [5.066, 0.853, 2.929], [4.155, -0.286, 3.162], [4.696, -1.392, 3.527], [4.263, -2.611, 3.581], [5.093, -3.743, 3.948], [4.640, -5.059, 3.695], [5.428, -6.151, 4.052], [6.669, -5.953, 4.671], [7.131, -4.651, 4.915], [6.364, -3.545, 4.532], [6.273, 0.781, 3.083], [4.867, 4.885, 0.984], [3.505, 3.755, 1.046], [3.979, 4.652, 2.490], [5.821, 2.646, 1.106], [5.999, 3.318, 2.757], [3.105, -0.166, 2.937], [3.220, -2.822, 3.285], [3.672, -5.188, 3.211], [5.070, -7.157, 3.846], [7.275, -6.816, 4.956], [8.090, -4.498, 5.406], [6.722, -2.522, 4.684]], "forces_ev_per_angstrom": [[-0.068, -0.011, -0.019], [-0.039, 0.204, -0.050], [0.502, 0.007, 0.347], [0.124, -0.153, -1.456], [-1.568, 0.133, 0.222], [0.477, 0.009, 0.344], [-0.021, -0.189, -0.071], [-0.018, 0.012, 0.112], [0.072, -0.005, -0.056], [0.092, 0.184, -0.176], [-0.056, -0.005, 0.193], [-0.081, -0.079, -0.084], [-0.062, 0.170, 0.178], [-0.056, 0.042, -0.085], [-0.077, -0.154, 0.152], [-0.052, -0.003, 0.199], [0.098, -0.192, -0.171], [-0.256, 0.124, 0.108], [-0.383, -0.634, 0.261], [0.469, 1.574, -0.673], [-0.386, -2.773, 1.051], [-0.198, 2.164, -0.372], [1.996, -1.278, 0.459], [-1.109, -0.142, -0.082], [-0.178, 0.559, -0.253], [0.538, 0.043, 0.377], [0.010, 0.463, 0.050], [0.025, -0.122, 0.035], [-0.561, 0.210, -0.385], [0.340, -0.699, 0.252], [0.282, 1.078, -0.350], [0.110, 0.035, -0.034], [0.050, 0.027, -0.038], [-0.064, -0.002, -0.003], [-0.021, -0.047, 0.313], [-0.097, -0.189, -0.242], [0.282, 0.012, -0.014], [0.083, -0.213, 0.022], [0.163, -0.046, 0.100], [0.090, 0.048, 0.040], [-0.128, 0.219, -0.041], [-0.099, -0.032, -0.113], [-0.225, -0.350, -0.048]], "lowdin_charge": [-0.218, -0.201, -0.119, -0.366, 0.064, -0.115, -0.201, 0.102, 0.112, 0.108, 0.118, 0.126, 0.120, 0.125, 0.120, 0.116, 0.107, -0.096, -0.240, -0.048, -0.532, -0.145, 0.008, -0.198, -0.235, -0.082, -0.140, -0.157, -0.124, -0.050, 0.021, 0.065, 0.072, 0.069, 0.121, 0.116, 0.053, 0.089, 0.091, 0.081, 0.074, 0.084, 0.105]}